Here is a molecular structure, C24H36CsN2O8S2Si from the OMol25 dataset. Energies are from wB97M-V/def2-TZVPD.

The geometry in XYZ format:
```
74
Properties=species:S:1:pos:R:3:forces:R:3
Cs -0.9620 -0.2719 -0.4305 0.246 0.155 0.586
O 4.4350 -0.9917 -0.6694 0.022 0.010 0.070
C 3.1306 -0.7853 -0.3724 0.108 -0.068 -0.171
O 2.2633 -0.8751 -1.1938 -0.039 0.034 -0.006
C 2.9193 -0.4678 1.0717 0.103 -0.068 0.239
C 3.9020 -0.7048 2.0295 -0.133 -0.036 -0.273
C 3.5760 -0.4738 3.3525 -0.177 0.093 0.210
C 2.3044 -0.0167 3.6627 0.185 -0.016 -0.017
C 1.4133 0.2237 2.6203 0.317 -0.201 0.351
N 1.7140 -0.0001 1.3610 0.158 0.083 -0.529
C 0.0421 0.7549 2.8884 -0.581 0.138 0.340
O -0.5460 0.2762 3.9867 0.288 0.474 0.194
O -0.4807 1.5788 2.1938 0.115 0.380 -0.260
H 4.4643 -1.2104 -1.6112 -0.025 -0.007 -0.042
H 4.8726 -1.0775 1.7380 -0.009 0.006 -0.010
H 4.2979 -0.6592 4.1372 -0.004 -0.004 0.004
H 2.0033 0.1582 4.6856 -0.041 -0.009 0.007
H -0.4174 -0.7064 3.9348 -0.143 -0.308 -0.021
O -1.7799 -0.6419 -2.8691 -0.111 -0.341 -0.224
N -2.2412 -0.0403 -3.9184 -0.104 -0.055 -0.322
C -2.7770 -0.7989 -4.8949 -0.189 -0.103 -0.418
C -3.2886 -0.2689 -6.0549 0.077 -0.192 0.181
C -3.2433 1.1144 -6.2156 0.067 0.181 0.111
C -2.6965 1.8771 -5.2114 -0.163 0.029 -0.364
C -2.1777 1.3260 -4.0255 0.143 0.394 0.207
S -1.5067 2.2838 -2.7911 -0.016 -0.045 0.021
H -2.7572 -1.8551 -4.6739 0.003 0.004 0.025
H -3.7034 -0.9285 -6.8033 -0.005 -0.005 0.003
H -3.6296 1.5821 -7.1120 -0.005 0.017 -0.005
H -2.6393 2.9529 -5.2919 -0.013 0.003 -0.016
C 1.0118 -5.8572 5.6198 -0.043 0.052 -0.013
C 1.1476 -4.4200 5.1207 -0.033 0.007 0.049
C 1.8781 -4.4014 3.7783 -0.074 0.014 0.063
C 1.9111 -3.5716 6.1352 -0.061 -0.007 -0.049
O -0.1626 -3.8600 5.0466 0.209 -0.099 0.064
Si -1.2190 -3.7223 3.7783 0.146 0.216 -0.098
S -0.7016 -2.2406 2.4554 0.038 -0.406 0.041
O -1.2763 -5.2288 3.1138 0.151 -0.137 -0.012
C -2.2581 -5.8458 2.2952 -0.118 -0.078 -0.052
C -1.5239 -6.8946 1.4650 -0.009 0.000 0.095
C -2.9352 -4.8415 1.3670 0.072 0.023 0.029
C -3.2905 -6.5002 3.2150 -0.016 -0.010 -0.116
O -2.6930 -3.5273 4.4866 -0.178 0.005 0.228
C -3.1273 -2.7632 5.6093 -0.025 0.099 -0.050
C -2.3180 -1.4795 5.7605 0.040 -0.126 0.103
C -4.5908 -2.4273 5.3465 0.017 -0.032 -0.034
C -2.9932 -3.6179 6.8667 -0.040 -0.061 -0.089
H 1.9912 -6.3273 5.7291 0.032 -0.011 0.004
H 0.4178 -6.4312 4.9089 -0.015 -0.018 -0.017
H 0.5043 -5.8705 6.5859 -0.007 0.002 0.009
H 2.8841 -4.8110 3.9049 -0.015 0.012 -0.005
H 1.9431 -3.3853 3.3925 0.022 0.061 -0.020
H 1.3440 -5.0003 3.0410 -0.018 -0.029 -0.019
H 2.9140 -3.9685 6.3019 0.035 -0.015 0.001
H 1.3761 -3.5542 7.0859 -0.010 0.000 0.007
H 1.9936 -2.5474 5.7660 0.001 0.010 0.003
H -0.7812 -6.4105 0.8296 0.000 0.014 0.000
H -2.2209 -7.4476 0.8337 -0.023 -0.019 -0.020
H -1.0108 -7.5979 2.1229 0.010 -0.015 0.011
H -2.1926 -4.3325 0.7504 -0.034 -0.020 0.023
H -3.4664 -4.0874 1.9467 -0.036 0.060 0.007
H -3.6488 -5.3541 0.7201 -0.033 -0.025 -0.020
H -2.7993 -7.2114 3.8808 0.024 -0.020 0.006
H -4.0497 -7.0286 2.6320 0.010 -0.001 0.009
H -3.7752 -5.7360 3.8228 0.013 0.000 -0.013
H -2.3651 -0.8808 4.8570 -0.112 0.025 -0.060
H -1.2725 -1.7257 5.9623 -0.013 0.042 0.008
H -2.6981 -0.8833 6.5945 -0.006 -0.040 -0.015
H -4.6769 -1.8189 4.4452 0.012 -0.002 0.002
H -5.0184 -1.8774 6.1855 -0.027 0.030 0.040
H -5.1624 -3.3453 5.1994 -0.007 -0.012 0.000
H -1.9510 -3.8972 7.0117 0.062 -0.007 0.008
H -3.5845 -4.5286 6.7584 -0.008 -0.033 0.017
H -3.3447 -3.0719 7.7451 -0.004 0.009 0.000
```
Positions in Å, forces in eV/Å.

Results
net charge = -1
energy relative to the best compared isomer or geometry (same formula, charge and spin) = 0.00 kcal/mol
energy = -74937.0772 eV
Kohn-Sham gap = 6.23 eV

***

Here is a molecular structure, C25H17BrCl4F2N4OTa in a non-equilibrium geometry from the OMol25 dataset. Energies are from wB97M-V/def2-TZVPD.

The geometry in XYZ format:
```
55
Properties=species:S:1:pos:R:3:forces:R:3
Ta 0.4491 -0.3091 0.0656 0.260 -1.287 1.016
Cl 1.4416 2.4530 6.9070 0.046 -0.227 -0.786
C 1.5019 1.7804 5.3144 -0.823 -0.182 -1.143
C 2.6706 1.1150 4.8506 -2.111 0.722 0.098
C 2.6544 0.4121 3.6499 -0.137 0.149 -0.366
C 1.5618 0.5394 2.8210 0.193 -0.645 -0.771
O 1.4926 -0.1960 1.6218 -0.192 0.975 -0.092
C 0.4458 1.3432 3.1421 0.543 -1.230 0.444
C -0.7182 1.3679 2.3444 -1.020 1.625 0.906
N -0.8919 0.9236 1.1363 -1.006 0.894 -0.648
C -2.2355 0.9667 0.5588 0.408 1.090 1.610
C -2.8767 2.1559 0.3247 -0.526 -0.714 -0.480
C -4.1722 2.1302 -0.2264 -1.130 0.543 0.320
C -4.7998 0.9450 -0.5275 1.730 0.125 0.087
C -4.1012 -0.2551 -0.3713 -0.549 -1.032 0.169
C -4.5339 -1.5172 -0.9104 -1.800 0.811 -0.684
C -3.7642 -2.6145 -0.8047 -0.149 -1.321 -0.476
C -2.6728 -2.5842 0.0089 1.568 0.784 1.978
N -2.2787 -1.4517 0.6016 0.148 -0.224 -0.918
C -2.8991 -0.2231 0.3364 0.716 -1.910 -0.690
C 0.3617 1.8696 4.4407 2.763 -0.140 0.693
H 3.5335 1.1651 5.4561 0.848 -0.245 0.606
H 3.4976 -0.2078 3.3751 -0.030 0.032 -0.099
H -1.5613 1.8751 2.8933 0.458 -0.589 -0.989
H -2.3791 3.0620 0.5669 0.241 0.788 0.044
H -4.7908 3.0299 -0.3552 0.751 -0.176 0.077
H -5.7554 0.8846 -0.9357 -1.521 0.261 -0.681
H -5.5101 -1.6496 -1.4558 1.080 0.663 0.578
H -3.9641 -3.5671 -1.2697 -0.483 0.033 -0.085
H -2.0829 -3.4208 0.3684 -0.229 -0.291 -0.603
H -0.4948 2.4242 4.7050 -0.838 0.516 0.576
C 4.8185 -2.4712 -2.7501 0.141 0.282 0.307
C 4.1763 -1.1880 -2.2722 -0.483 0.009 0.025
C 4.5442 0.1302 -2.6343 0.326 -1.773 -0.740
C 3.7729 1.1930 -2.2610 -0.748 1.611 0.035
C 2.6030 0.9402 -1.5443 1.680 1.083 -0.591
Br 1.4706 2.3504 -0.9577 -0.045 -0.201 0.247
N 2.2579 -0.2550 -1.1530 0.003 -0.977 0.238
C 3.0409 -1.3103 -1.4774 -0.003 -0.499 -0.437
H 4.4633 -3.2616 -2.1217 -0.177 -0.564 0.452
H 5.9009 -2.5027 -2.6765 0.129 0.349 -0.118
H 4.5235 -2.7723 -3.7527 -0.010 0.433 -0.235
H 5.3800 0.2278 -3.3294 -0.041 0.332 0.405
H 4.0289 2.2221 -2.5726 -0.208 -0.706 0.275
H 2.6717 -2.2935 -1.1656 0.166 0.440 -0.069
Cl -2.1389 2.2368 -4.6484 -0.129 0.754 0.057
C -1.4890 0.7146 -4.1792 -0.141 0.082 0.960
Cl -2.6345 -0.5532 -4.5117 -0.199 -0.609 -0.178
Cl 0.0931 0.4403 -4.8715 0.306 -0.167 -0.306
C -1.2240 0.6119 -2.6897 -0.294 0.049 -2.751
N -0.7821 0.2688 -1.7069 0.508 -0.080 1.994
F 0.2985 -2.0191 -0.7784 0.243 0.585 0.246
C -0.9881 -1.4618 1.3417 -1.114 1.196 2.858
F -0.6555 -2.6992 1.7215 0.283 -1.117 -0.840
H -1.2599 -0.9951 2.3587 0.599 -0.311 -1.526
```
Positions in Å, forces in eV/Å.

Results
net charge = +3
energy relative to the best compared isomer or geometry (same formula, charge and spin) = 0.00 kcal/mol
energy = -161302.6429 eV
Kohn-Sham gap = 6.28 eV

***

Here is a molecular structure, C9H11CeCl2NO4Ru in a non-equilibrium geometry from the OMol25 dataset. Energies are from wB97M-V/def2-TZVPD.

The geometry in XYZ format:
```
29
Properties=species:S:1:pos:R:3:forces:R:3
Ru 0.2556 0.1734 -5.5359 -6.005 -1.262 -0.894
Ce -1.4043 1.1997 -2.0457 -3.446 2.036 0.176
Cl -1.8617 -0.5655 -4.4454 0.613 0.592 -0.635
Cl -3.1175 2.8806 -1.2825 1.103 -1.058 -0.361
C 0.4531 1.3091 -4.1235 1.317 6.543 7.537
C 1.1286 -1.3376 -4.9191 4.578 -8.655 3.540
C 1.5417 0.9286 -6.6387 6.447 4.859 -7.443
O 0.5881 2.0662 -3.1761 0.120 -3.593 -5.355
O 1.6747 -2.2678 -4.4909 -2.220 4.035 -1.873
O 2.3401 1.4426 -7.3039 -3.065 -2.237 3.046
O -0.7975 -0.0519 -0.4290 0.635 -1.680 2.271
C -0.4869 -0.5800 0.7068 1.579 0.865 -1.571
C 0.9333 -0.6816 1.1395 -0.829 -1.307 -0.393
C 1.2952 0.4614 2.0875 0.685 1.961 0.916
C 0.7209 0.2732 3.4912 -1.287 -1.915 -0.643
C -0.7977 0.1376 3.5554 2.322 2.813 0.399
C -1.3505 -1.1418 2.9352 -1.799 -1.780 -1.492
N -1.4683 -1.0101 1.4795 -0.795 -0.666 1.936
H 1.0492 -1.6542 1.6398 0.206 0.217 -0.078
H 1.5663 -0.6634 0.2446 -0.033 0.136 0.258
H 2.3892 0.5170 2.1630 -0.220 -0.089 -0.207
H 0.9585 1.4251 1.6722 0.146 -0.246 0.023
H 1.1806 -0.6071 3.9583 0.031 0.242 0.152
H 1.0111 1.1382 4.1001 0.209 0.637 0.188
H -1.1099 0.1480 4.6077 -0.330 -0.591 0.172
H -1.2740 1.0120 3.0923 -0.111 -0.235 -0.017
H -0.7084 -1.9987 3.1855 0.301 0.106 0.134
H -2.3557 -1.3331 3.3212 0.122 -0.145 -0.172
H -2.3538 -1.2197 1.0109 -0.273 0.416 0.386
```
Positions in Å, forces in eV/Å.

Results
spin multiplicity = 7
expectation value of S² = 12.04
net charge = +4
energy = -59696.1580 eV
Kohn-Sham gap (spin up / spin down) = 7.60 / 3.85 eV

***

Here is a single C3H4F2O molecule in a non-equilibrium geometry from the OMol25 dataset. Energies are from wB97M-V/def2-TZVPD.

The geometry in XYZ format:
```
10
Properties=species:S:1:pos:R:3:forces:R:3
O -1.1587 -1.5457 -0.1920 -2.155 -1.737 -1.469
C -1.2621 -0.2948 0.2078 -1.025 5.357 -2.919
C -0.0040 0.6652 -0.0037 -1.045 -3.312 0.944
F -0.4918 1.8622 -0.0675 0.079 2.519 -0.075
C 1.2888 0.3736 -0.0098 1.728 1.337 -0.313
F 1.7243 -0.8947 0.0381 -0.501 -1.150 0.245
H -0.4203 -1.9494 0.1464 2.779 -1.665 1.328
H -1.7440 -0.0462 1.1593 0.383 -0.450 0.367
H -2.0343 0.2043 -0.6007 1.670 -0.927 1.950
H 2.2390 0.9868 -0.0707 -1.911 0.028 -0.057
```
Positions in Å, forces in eV/Å.

Results
energy relative to the best compared isomer or geometry (same formula, charge and spin) = 46.62 kcal/mol
energy = -10655.9379 eV
SMILES = OC/C(F)=C\F
Kohn-Sham gap = 10.51 eV